{"formula": "H24O12", "method": "the ωB97M-V functional and the def2-TZVPD basis", "orbital_gap_ev": 8.66, "smiles": "O.O.O.O.O.O.O.O.O.O.O.O", "total_energy_ev": -24955.06917, "multiplicity": 1, "relative_energy_kj_mol": 639.2, "species": ["O", "H", "H", "O", "H", "H", "O", "H", "H", "O", "H", "H", "O", "H", "H", "O", "H", "H", "O", "H", "H", "O", "H", "H", "O", "H", "H", "O", "H", "H", "O", "H", "H", "O", "H", "H"], "coordinates": [[0.824, -1.183, -0.024], [1.436, -0.481, 0.181], [1.484, -1.845, -0.358], [-0.640, -3.819, -2.246], [0.014, -4.328, -2.728], [-0.362, -2.956, -2.300], [-0.821, 3.334, 0.244], [-1.514, 3.716, -0.200], [-0.240, 4.084, 0.194], [0.679, -2.660, 2.020], [0.748, -1.737, 2.271], [0.281, -3.240, 2.770], [-1.807, -2.451, 1.217], [-1.812, -1.590, 1.497], [-0.959, -2.918, 1.383], [0.547, 0.174, 1.973], [0.466, 0.986, 2.465], [-0.329, -0.255, 1.708], [-2.703, 1.726, 2.011], [-3.559, 2.032, 1.933], [-2.239, 1.621, 1.146], [-3.670, 0.147, 1.568], [-3.352, -0.765, 1.523], [-4.471, 0.065, 2.066], [3.515, 2.608, -1.208], [2.976, 2.214, -1.940], [2.966, 2.485, -0.507], [-1.195, -1.776, -4.427], [-1.314, -2.494, -5.086], [-0.363, -2.005, -4.014], [5.285, 1.683, 0.862], [5.711, 2.067, 0.042], [4.926, 2.513, 1.316], [0.004, 1.833, -2.054], [-0.881, 1.971, -1.910], [0.369, 1.239, -1.386]], "mulliken_charge": [-0.53, 0.29, 0.29, -0.57, 0.32, 0.25, -0.50, 0.28, 0.23, -0.70, 0.44, 0.31, -0.61, 0.21, 0.39, -0.68, 0.28, 0.27, -0.61, 0.30, 0.32, -0.52, 0.24, 0.30, -0.58, 0.31, 0.29, -0.60, 0.32, 0.27, -0.65, 0.32, 0.31, -0.58, 0.26, 0.32]}